107
Properties=species:S:1:pos:R:3:forces:R:3:mulliken_charge:R:1 method="wB97M-V/def2-TZVPD" homo_lumo_gap_ev="5.34 / 5.34" total_charge=-1 spin_multiplicity=1
Tl 0.038 -0.254 -0.915 -0.6 -0.4 0.0 1.6434
O -4.245 1.953 0.267 -0.2 0.1 0.6 -0.2284
C -5.060 1.741 -0.752 0.1 -0.1 -1.2 0.0389
C -6.405 2.193 -0.759 0.3 -0.2 0.3 -0.9575
C -7.192 2.051 -1.883 0.8 -0.4 -0.7 -0.4230
C -6.682 1.429 -3.043 0.3 0.0 0.8 -0.8036
C -5.395 0.905 -3.046 0.2 0.7 1.3 -0.5445
C -4.549 1.082 -1.922 -0.7 0.4 0.2 0.6221
C -3.125 0.626 -1.871 -1.1 -0.7 -1.5 -0.0546
O -2.503 0.779 -0.755 1.4 -0.5 -0.1 0.3301
N -2.671 0.037 -2.956 -1.9 0.7 1.1 -0.8470
N -1.421 -0.420 -2.898 2.5 -1.1 -2.0 0.7020
C -1.064 -0.971 -4.059 -1.5 1.1 2.1 -0.9011
C 0.222 -1.347 -4.517 1.5 -0.5 0.3 0.9189
C 0.273 -2.079 -5.721 0.7 -0.1 0.5 -1.0121
C 1.458 -2.595 -6.211 -0.6 -0.5 -0.8 -0.6015
C 2.664 -2.414 -5.544 0.0 0.7 0.9 -0.5539
C 2.681 -1.635 -4.403 -0.7 0.3 0.2 -0.5338
C 1.469 -1.077 -3.822 0.5 -0.5 -0.8 0.1564
O 1.601 -0.364 -2.759 -0.6 0.0 1.0 -0.3854
H -3.266 1.427 -0.055 -0.9 0.4 0.1 -0.7255
H -6.829 2.632 0.139 0.2 0.1 0.0 0.4125
H -8.198 2.432 -1.905 -0.3 0.1 0.1 0.4127
H -7.298 1.344 -3.913 -0.3 -0.1 -0.4 0.4143
H -5.006 0.372 -3.886 0.2 -0.1 -0.5 0.4947
H -1.918 -1.109 -4.747 0.5 0.2 0.1 0.1934
H -0.660 -2.304 -6.217 -0.1 0.1 -0.2 0.3782
H 1.440 -3.172 -7.129 0.0 0.0 0.0 0.3549
H 3.583 -2.875 -5.890 -0.1 0.1 -0.1 0.4080
H 3.608 -1.402 -3.881 -0.2 -0.2 0.0 0.3994
Cl 5.227 5.711 -1.703 0.8 0.9 -0.7 -0.2818
C 4.123 4.512 -1.194 -1.0 -0.3 -0.5 0.3475
C 4.168 4.183 0.159 -0.9 -0.8 -0.3 -0.7669
C 3.324 3.197 0.610 -0.1 0.2 0.1 -0.4186
C 2.302 2.589 -0.210 0.7 0.1 -1.2 0.0054
O 1.591 1.645 0.251 -0.6 -0.4 0.0 0.0837
C 2.240 3.046 -1.616 0.1 -0.2 1.2 0.8857
C 1.237 2.528 -2.527 -0.1 -0.4 -0.2 -0.5980
O 0.169 1.978 -2.248 0.6 0.2 0.1 -0.3906
C 3.191 3.980 -2.084 0.6 0.0 0.8 -1.0250
H 4.850 4.705 0.813 0.2 -0.1 0.1 0.4162
H 3.411 2.878 1.639 -0.2 -0.1 0.0 0.1318
H 1.494 2.631 -3.606 -0.1 0.2 0.2 0.1577
H 3.250 4.304 -3.128 -0.3 -0.2 0.3 0.3994
C -3.935 0.877 3.856 -0.3 -1.0 0.6 -1.3351
Si -3.006 -0.362 2.755 0.6 0.7 -0.4 1.1643
C -4.144 -1.026 1.385 -0.2 -0.1 0.4 -0.9829
C -2.407 -1.884 3.748 -0.3 -0.3 0.4 -1.2092
As -1.032 0.834 1.868 0.6 0.1 -0.3 0.4073
Si 0.622 0.423 3.576 -0.7 0.0 0.1 0.4544
C 1.168 -1.384 3.274 0.6 0.3 0.6 -0.8501
C 2.206 1.450 3.660 0.3 -0.5 -0.1 -1.0296
C -0.262 0.729 5.265 0.4 -0.3 0.5 -0.9989
Si -1.276 3.279 1.605 -0.4 0.0 0.1 0.9274
C -2.774 3.796 2.686 0.4 0.3 0.1 -1.0322
C 0.188 4.350 2.223 -0.7 0.0 0.2 -1.0116
C -1.634 3.845 -0.169 -0.3 0.2 0.1 -0.5695
H -4.606 0.255 4.492 0.2 0.4 -0.3 0.4582
H -4.563 1.557 3.277 0.2 0.0 -0.1 0.3098
H -3.309 1.448 4.556 0.0 -0.2 -0.4 0.2326
H -4.631 -1.924 1.832 0.2 0.4 -0.4 0.5876
H -3.659 -1.304 0.432 -0.1 0.1 0.5 0.1094
H -4.921 -0.276 1.161 0.3 -0.3 0.0 0.1619
H -3.225 -2.131 4.473 0.5 0.1 -0.5 0.4213
H -1.491 -1.756 4.340 -0.3 0.2 -0.2 0.1893
H -2.234 -2.785 3.124 -0.2 0.5 0.2 0.3427
H 1.883 -1.454 2.428 -0.5 0.1 0.3 0.0689
H 0.363 -2.107 3.142 0.1 0.1 -0.1 0.2143
H 1.744 -1.695 4.169 -0.2 0.0 -0.3 0.4364
H 2.880 1.128 2.850 -0.3 0.2 0.2 0.1519
H 2.721 1.229 4.617 -0.3 0.0 -0.3 0.4696
H 2.070 2.526 3.590 -0.1 0.0 0.0 0.2924
H -1.008 -0.044 5.548 0.4 0.4 -0.2 0.2646
H -0.767 1.710 5.342 0.2 -0.4 -0.4 0.2693
H 0.524 0.747 6.061 -0.5 -0.2 -0.4 0.3782
H -2.788 3.314 3.686 0.1 0.4 -0.6 0.1813
H -3.739 3.630 2.177 0.4 -0.1 0.2 0.0991
H -2.635 4.891 2.822 -0.2 -0.5 0.1 0.4463
H 0.559 4.040 3.205 -0.2 0.2 0.0 0.2218
H -0.255 5.375 2.292 0.3 -0.7 0.1 0.4043
H 1.050 4.416 1.571 0.1 -0.2 -0.3 0.1961
H -2.720 3.730 -0.373 0.7 0.0 0.0 0.2746
H -1.048 3.370 -0.966 -0.2 0.0 0.4 -0.2558
H -1.399 4.932 -0.192 -0.1 -0.5 0.1 0.4555
O 7.734 -3.425 0.286 0.3 -0.3 -0.1 -0.5560
C 6.936 -4.325 1.011 -1.0 0.2 0.4 -0.3888
N 5.660 -4.601 0.352 0.4 -0.5 -0.4 -0.1826
C 4.623 -3.700 0.405 -0.4 -0.9 -0.2 0.2167
O 4.643 -2.719 1.117 0.2 0.3 -0.1 -0.6373
C 3.431 -4.079 -0.449 0.2 0.0 0.0 0.0494
C 3.125 -5.399 -0.809 0.2 0.2 0.1 -0.3928
C 2.007 -5.619 -1.594 -0.4 0.6 -0.4 -1.0343
C 1.252 -4.511 -2.000 0.5 -0.1 0.5 -0.4536
N 1.543 -3.255 -1.668 -0.5 -0.4 -0.4 0.2468
C 2.607 -3.051 -0.924 0.5 -0.6 0.4 -0.2589
H 7.234 -2.615 0.142 -0.1 0.1 0.2 0.3571
H 6.670 -3.901 2.006 0.3 -0.4 -0.6 0.3029
H 7.487 -5.273 1.117 -0.2 0.5 -0.1 0.3231
H 5.619 -5.339 -0.359 0.2 0.8 0.5 0.2254
H 3.744 -6.240 -0.477 -0.3 0.3 0.0 0.4574
H 1.676 -6.595 -1.925 0.2 -0.1 0.2 0.4194
H 0.369 -4.643 -2.594 -0.3 -0.1 -0.3 0.4924
H 2.837 -2.028 -0.704 0.2 0.5 0.2 0.7773
F 0.049 -3.388 0.896 -0.3 0.8 -0.4 -0.2587
C -0.816 -2.505 0.282 -0.2 0.3 -0.1 0.5459
F -1.492 -3.238 -0.652 0.3 0.3 0.1 -0.2719
H -1.575 -2.172 1.047 0.9 0.1 -0.6 -0.5492

---

18
Properties=species:S:1:pos:R:3:forces:R:3:mulliken_charge:R:1 method="wB97M-V/def2-TZVPD" homo_lumo_gap_ev="10.68 / 8.65" total_charge=+1 spin_multiplicity=2
C 2.344 -0.994 0.531 0.3 0.9 0.3 -1.2046
C 1.193 -0.345 -0.262 -0.5 -1.1 0.1 0.2936
N -0.105 -0.482 0.555 1.6 1.4 0.5 -0.2469
C -1.263 0.926 -1.193 1.1 -0.5 0.1 -1.2324
C -1.171 0.085 0.056 -3.5 -0.3 -1.9 0.7134
C -2.479 -0.149 0.754 0.9 0.2 0.0 -1.1433
O 1.504 0.901 -0.573 0.1 0.3 0.0 -0.3167
H 2.013 -1.803 1.176 -0.2 -0.1 -0.3 0.3625
H 2.737 -0.206 1.179 0.1 -0.2 0.0 0.3655
H 3.125 -1.290 -0.162 0.0 -0.1 0.0 0.3324
H 0.985 -0.943 -1.164 0.1 0.0 -0.1 0.4164
H -0.611 0.491 -1.955 0.0 0.2 -0.1 0.4190
H -0.838 1.905 -0.946 -0.2 0.0 -0.2 0.3751
H -2.259 1.001 -1.596 -0.3 0.1 0.2 0.3916
H -0.281 0.632 0.919 1.3 -1.0 1.3 0.3644
H -2.477 -0.940 1.492 0.4 0.3 0.5 0.3479
H -2.823 0.829 1.079 -0.4 -0.1 0.3 0.3514
H -3.133 -0.502 -0.010 -0.7 0.0 -0.8 0.4106

---

68
Properties=species:S:1:pos:R:3:forces:R:3:mulliken_charge:R:1 method="wB97M-V/def2-TZVPD" homo_lumo_gap_ev=5.47 total_charge=0 spin_multiplicity=1
Ga 0.546 -0.778 -0.658 -0.1 0.5 0.5 1.4049
Br 2.361 6.347 0.694 0.0 0.0 0.0 -0.1715
C 2.981 4.986 1.850 0.0 0.0 0.0 0.0728
C 3.715 3.931 1.327 -0.1 0.0 0.0 -0.5960
C 4.168 2.930 2.168 0.1 0.1 0.0 -0.0573
C 3.889 2.995 3.529 0.1 0.1 0.1 0.0586
C 3.196 4.081 4.048 0.0 -0.1 0.0 -0.1857
C 2.716 5.072 3.207 0.0 0.0 -0.1 -0.5252
N 4.412 2.064 4.495 0.1 0.3 -0.1 -0.4155
N 4.428 0.843 4.313 -0.2 -0.3 0.1 -0.5243
C 3.765 0.232 3.199 0.2 -0.1 0.0 -0.1638
C 4.465 -0.727 2.510 0.0 0.1 -0.1 -0.3886
C 3.957 -1.356 1.357 -0.1 0.1 0.1 -1.1525
C 2.702 -1.026 0.906 0.0 0.0 0.0 0.3173
O 2.121 -1.574 -0.152 0.1 -0.3 -0.3 -0.1860
C 1.951 -0.065 1.648 0.0 -0.1 0.0 0.9777
N 0.719 0.199 1.147 0.1 0.0 0.0 -0.3488
C -0.107 0.982 1.804 0.0 0.1 0.0 0.0945
C 0.248 1.529 3.046 0.0 0.0 0.0 -1.3065
C 1.500 1.303 3.552 0.0 0.0 0.0 -0.4970
C 2.429 0.527 2.824 -0.1 -0.1 0.0 0.1417
H 3.924 3.887 0.268 0.0 0.0 0.0 0.4589
H 4.742 2.109 1.761 0.0 0.0 0.0 0.4686
H 3.026 4.135 5.115 0.0 0.0 0.0 0.4780
H 2.155 5.906 3.603 0.0 0.0 0.0 0.4394
H 5.461 -0.970 2.856 0.0 0.0 0.0 0.4345
H 4.538 -2.096 0.826 0.0 0.0 0.0 0.5713
H -1.072 1.167 1.349 0.0 0.0 0.0 0.6037
H -0.477 2.114 3.592 0.0 0.0 0.0 0.4714
H 1.771 1.693 4.525 0.0 0.0 0.0 0.6385
O 1.216 0.501 -1.994 -0.1 0.2 0.0 -0.5967
S 0.505 -0.131 -3.167 0.0 -0.1 0.1 1.2621
O 1.267 -0.282 -4.352 0.0 0.0 -0.1 -0.6730
O -0.026 -1.384 -2.539 0.3 0.0 -0.1 -0.4835
C -0.833 0.985 -3.443 0.2 0.0 0.1 0.3789
C -0.646 1.864 -4.494 -0.1 0.0 -0.1 -0.6697
C -1.456 2.988 -4.615 0.1 -0.1 0.0 -0.6190
C -2.412 3.244 -3.657 0.0 0.0 0.1 -0.7024
C -2.618 2.344 -2.613 0.0 0.0 -0.1 -0.6895
C -1.847 1.199 -2.499 -0.3 0.0 0.0 -0.2909
S -2.471 0.012 -1.295 0.1 -0.1 -0.1 1.3158
O -2.965 -1.109 -2.046 -0.1 0.3 -0.1 -0.5787
O -3.385 0.739 -0.466 -0.1 -0.1 0.0 -0.7482
O -1.312 -0.435 -0.423 0.1 0.3 0.0 -0.0150
H 0.146 1.672 -5.202 0.0 0.0 0.0 0.5557
H -1.314 3.665 -5.447 0.0 0.0 0.0 0.4089
H -3.021 4.136 -3.716 0.0 0.0 0.0 0.4191
H -3.400 2.513 -1.889 0.0 0.0 0.0 0.5912
F -3.240 -4.188 -3.477 0.0 0.0 0.0 -0.3504
C -3.020 -3.870 -2.212 -0.2 -0.2 0.1 -0.4268
C -4.067 -3.721 -1.386 0.1 -0.2 -0.1 0.3698
F -5.292 -3.892 -1.862 0.1 0.0 0.0 -0.3501
C -3.923 -3.387 0.018 0.0 0.0 -0.1 0.2845
C -2.547 -3.153 0.428 0.1 0.0 0.1 0.7940
C -1.510 -3.333 -0.395 -0.1 0.2 0.2 0.1379
F -0.294 -2.947 0.058 -0.1 -0.3 -0.2 -0.5520
C -1.642 -3.770 -1.768 0.0 -0.2 0.0 0.9981
C -0.584 -4.102 -2.550 -0.1 -0.2 0.0 1.5159
C 0.743 -4.256 -2.033 0.0 0.0 0.2 -0.2044
N 1.792 -4.469 -1.618 0.0 0.0 -0.1 -0.5608
C -0.680 -4.412 -3.944 0.0 0.0 -0.1 -0.4341
N -0.662 -4.655 -5.066 0.0 0.0 0.0 -0.5309
F -2.326 -2.688 1.649 0.0 0.0 -0.1 -0.3912
C -4.974 -3.280 0.875 0.2 0.0 -0.2 1.0873
C -6.338 -3.498 0.495 -0.1 0.0 -0.1 -0.2247
N -7.453 -3.662 0.280 0.0 0.0 0.0 -0.4962
C -4.838 -2.956 2.264 0.1 0.0 0.1 -0.1088
N -4.804 -2.724 3.388 0.0 0.0 0.0 -0.5352

---

The relative energy (zero: lowest compared OMol25 entry of this formula, charge and spin) results, record by record, are as follows: 28.73; 88.63; 8.76 kcal/mol.